Record 1
Below is a cluster of 2 separate species, C4H9NO2 in total, with properties calculated with ωB97M-V/def2-TZVPD.

Highest occupied orbital energy = -9.2 eV
Calculated total energy = -362.93879 a.u.
Frontier orbital gap = 8.5051 eV

```
16
C4H9NO2 (ωB97M-V/def2-TZVPD)
C -2.535 -0.204 0.477
N -1.266 -0.441 -0.204
C -0.186 0.237 0.100
C 0.709 0.856 -1.063
O -0.025 1.146 -2.015
O 1.896 1.003 -0.812
C 2.231 -0.524 0.882
H -2.410 -0.338 1.551
H -3.297 -0.897 0.121
H -2.863 0.823 0.277
H -1.330 -0.621 -1.204
H 1.060 -0.502 0.554
H -0.255 0.817 1.022
H 2.706 0.414 1.211
H 2.840 -0.948 0.074
H 2.058 -1.203 1.701
```



Record 2
Below is a cluster of 2 separate species, C2H6NP in total, with properties calculated with ωB97M-V/def2-TZVPD.

Highest occupied orbital energy = -9.8 eV
Calculated total energy = -475.75970 a.u.
Frontier orbital gap = 9.5609 eV

```
10
C2H6NP (ωB97M-V/def2-TZVPD)
C -0.595 0.079 0.902
C 0.342 -0.281 -0.134
N -0.967 -0.683 1.858
P -0.073 0.515 -1.657
H -0.758 1.072 0.838
H 1.703 0.591 0.385
H 0.775 -1.195 -0.292
H -1.584 -0.277 2.459
H -0.065 -0.667 -2.348
H 1.222 0.846 -2.009
```



Record 3
Below is a structure of composition C18H24N6SbSe4Ti, with properties calculated with ωB97M-V/def2-TZVPD.

Charge = +1
Highest occupied orbital energy = -9.8 eV
Calculated total energy = -11724.19549 a.u.
Frontier orbital gap = 6.1658 eV

```
54
C18H24N6SbSe4Ti (ωB97M-V/def2-TZVPD)
Ti -1.179 0.842 -1.183
C 0.842 2.658 -1.704
C -0.118 3.209 -0.613
N -0.429 2.086 0.322
C -1.482 2.057 1.375
C -1.888 0.583 1.543
C -2.556 -0.007 2.596
C -2.781 -1.382 2.527
C -2.336 -2.150 1.455
C -1.670 -1.501 0.431
C -1.017 -2.098 -0.807
N -0.923 -1.081 -1.894
C 0.300 -1.026 -2.767
C 1.123 0.284 -2.664
N 0.274 1.498 -2.463
N -1.491 -0.185 0.528
H 1.761 2.324 -1.217
H 1.101 3.465 -2.389
H -1.053 3.563 -1.049
H 0.363 4.049 -0.108
H 0.440 1.698 0.692
H -2.333 2.655 1.049
H -1.119 2.447 2.328
H -2.896 0.570 3.444
H -3.312 -1.867 3.336
H -2.512 -3.216 1.423
H -1.549 -2.981 -1.164
H -0.007 -2.398 -0.516
H -1.715 -1.264 -2.564
H -0.056 -1.152 -3.790
H 0.959 -1.865 -2.534
H 1.698 0.393 -3.584
H 1.805 0.248 -1.817
H -0.123 1.765 -3.384
N 3.545 -1.771 1.009
C 2.757 -1.203 0.065
N 1.783 -0.480 0.556
C 1.946 -0.576 1.940
C 1.215 -0.002 2.981
C 1.610 -0.264 4.276
C 2.716 -1.084 4.552
C 3.455 -1.658 3.540
C 3.047 -1.384 2.238
H 4.346 -2.353 0.836
H 2.952 -1.363 -0.985
H 0.358 0.631 2.790
H 1.061 0.171 5.101
H 2.994 -1.265 5.581
H 4.311 -2.285 3.751
Se -2.974 -1.843 -4.312
Sb -2.802 0.321 -5.324
Se -0.599 1.206 -5.616
Se -4.700 1.487 -6.010
Se -3.141 1.493 -1.806
```



| no. | maximum force (eV Å⁻¹) |
| --- | --- |
| 1 | 2.30 |
| 2 | 5.34 |
| 3 | 0.80 |